The following is a DFT calculation (ωB97M-V with the def2-TZVPD basis set) of a structure of composition C3H5NO3.

```
12
C3H5NO3 | OMol25 | ωB97M-V with the def2-TZVPD basis set
N -0.674 0.744 -0.638
C 0.635 0.714 0.387
O 1.257 1.698 0.629
C 0.287 -0.534 1.192
O -0.488 -1.306 0.291
C -0.186 -0.684 -0.958
O 1.081 -0.406 -1.103
H -0.466 1.396 -1.391
H -1.600 0.891 -0.230
H 1.211 -1.035 1.495
H -0.312 -0.282 2.073
H -0.745 -1.197 -1.748
```

Values from the calculation:
Energy relative to the best compared isomer or geometry (same formula, charge and spin), kcal/mol: 67.5
Energy, Ha: -397.729049
2S+1: 1
Kohn-Sham gap, Eh: 0.3842